[1]
{"formula": "C18H21InN6O6", "method": "ωB97M-V/def2-TZVPD", "elements": ["In", "C", "C", "N", "C", "C", "C", "C", "C", "C", "C", "N", "C", "C", "N", "N", "H", "H", "H", "H", "H", "H", "H", "H", "H", "H", "H", "H", "H", "H", "H", "H", "H", "H", "O", "C", "O", "C", "C", "C", "C", "C", "C", "N", "O", "O", "N", "O", "O", "H", "H", "H"], "coordinates": [[-0.936060, -0.247758, -0.220388], [-1.831729, 2.420331, 0.792284], [-0.402906, 2.343291, 1.304153], [0.460498, 1.404921, 0.522510], [1.179004, 2.000646, -0.631490], [0.428719, 1.862772, -1.945090], [0.839409, 2.473996, -3.112390], [0.079101, 2.282198, -4.259539], [-1.082473, 1.517152, -4.214619], [-1.443968, 0.942407, -3.014791], [-2.741449, 0.175592, -2.819745], [-2.775876, -0.615377, -1.566806], [-3.929375, -0.334329, -0.669922], [-3.754669, 1.001984, 0.034111], [-2.468005, 1.068054, 0.792487], [-0.678559, 1.109116, -1.927011], [-1.864135, 2.800371, -0.228180], [-2.389817, 3.113337, 1.420562], [-0.390911, 1.993133, 2.336170], [0.023027, 3.346727, 1.302952], [1.145868, 1.051924, 1.188448], [2.148838, 1.512820, -0.722894], [1.374293, 3.057431, -0.447264], [1.737250, 3.081832, -3.129066], [0.388549, 2.736479, -5.193788], [-1.698987, 1.384085, -5.096180], [-2.928054, -0.463370, -3.679400], [-3.551658, 0.905054, -2.798444], [-2.771712, -1.604152, -1.796233], [-3.978199, -1.140295, 0.062362], [-4.871018, -0.330662, -1.215092], [-4.599541, 1.162291, 0.699559], [-3.757620, 1.819785, -0.685228], [-2.637275, 0.789681, 1.756250], [0.389257, -4.169204, -0.204751], [0.471565, -3.084975, 0.280321], [-0.459429, -2.129436, 0.003490], [1.577490, -2.743174, 1.231204], [2.652381, -3.624385, 1.300887], [3.689172, -3.341510, 2.159461], [3.720898, -2.218553, 2.958606], [2.646373, -1.364892, 2.863927], [1.571273, -1.615613, 2.031580], [2.654019, -0.126976, 3.668339], [1.966821, 0.814801, 3.255526], [3.443577, -0.038738, 4.564808], [4.840916, -4.280330, 2.228112], [5.764488, -3.953051, 2.941855], [4.804196, -5.239544, 1.490575], [2.674731, -4.520846, 0.697585], [4.552317, -2.024527, 3.620726], [0.719381, -0.960488, 2.069469]], "atomic_forces_ev_per_a": [[-0.1, 0.5, -0.2], [0.0, -0.1, 0.1], [0.0, 0.0, -0.1], [-0.1, 0.0, 0.1], [-0.1, 0.0, 0.0], [-0.2, -0.1, 0.1], [0.0, 0.1, 0.0], [0.0, 0.0, -0.1], [0.0, 0.1, -0.1], [0.0, 0.0, 0.2], [0.1, 0.0, 0.1], [0.0, -0.1, 0.1], [0.2, 0.0, 0.0], [0.1, 0.0, 0.0], [0.1, 0.0, 0.0], [0.2, -0.2, -0.1], [0.0, 0.0, 0.0], [-0.1, 0.0, 0.0], [0.0, 0.0, 0.1], [0.1, 0.0, 0.0], [0.2, 0.0, 0.1], [0.0, -0.1, 0.0], [0.0, 0.1, 0.0], [-0.1, 0.0, 0.0], [0.0, 0.0, 0.1], [0.1, 0.0, 0.1], [0.0, -0.1, 0.0], [-0.1, 0.0, 0.0], [0.0, -0.1, 0.0], [0.0, -0.1, 0.0], [-0.1, 0.0, -0.1], [0.0, 0.1, 0.1], [0.0, 0.0, 0.0], [0.0, 0.0, 0.0], [-0.1, 0.1, -0.2], [-0.2, 0.0, 0.1], [0.1, -0.3, 0.2], [0.0, 0.2, -0.1], [0.0, -0.1, -0.1], [0.1, -0.2, 0.1], [0.1, 0.1, 0.2], [-0.3, 0.0, 0.2], [0.0, 0.0, 0.0], [0.8, 0.6, -0.7], [-0.4, -0.4, 0.0], [-0.3, -0.2, 0.2], [0.5, 0.3, -0.5], [-0.3, -0.2, 0.1], [-0.1, 0.0, 0.3], [0.0, 0.0, 0.0], [0.0, 0.0, 0.0], [-0.1, 0.1, 0.0]], "lowdin_charge": [1.065, -0.155, -0.138, -0.084, -0.078, -0.215, 0.034, 0.028, 0.034, -0.207, -0.079, -0.085, -0.151, -0.141, -0.084, 0.055, 0.124, 0.150, 0.135, 0.145, 0.087, 0.153, 0.147, 0.143, 0.139, 0.142, 0.151, 0.142, 0.145, 0.141, 0.145, 0.148, 0.128, 0.151, 0.178, -0.498, -0.150, -0.094, 0.107, -0.077, 0.112, -0.103, 0.037, -0.320, 0.032, 0.167, -0.336, 0.119, 0.123, 0.148, 0.148, 0.096], "largest_force_ha_per_bohr": 0.0242, "e_homo_ev": -15.5570, "energy_ev": -45387.604, "spin_multiplicity": 1, "charge": 2}

[2]
{"formula": "C6H6N2O", "method": "ωB97M-V/def2-TZVPD", "elements": ["C", "C", "O", "C", "C", "N", "C", "C", "N", "H", "H", "H", "H", "H", "H"], "coordinates": [[2.258301, -1.195622, -0.095435], [1.626519, 0.209733, 0.016964], [2.206775, 1.324479, 0.133821], [0.183929, 0.107925, -0.058759], [-0.625478, 1.369690, 0.030042], [-1.934065, 1.098998, -0.122133], [-2.410685, -0.160440, 0.044248], [-1.621608, -1.225630, 0.108923], [-0.341078, -1.196675, -0.086847], [2.631298, -1.494698, 0.882522], [3.308100, -1.226002, -0.575906], [1.638377, -1.889331, -0.529180], [-0.195590, 2.379613, -0.151378], [-3.507503, -0.227577, -0.150377], [-2.068744, -2.088030, 0.640720]], "atomic_forces_ev_per_a": [[4.6, 2.5, 0.5], [2.9, 1.3, -0.7], [-1.6, -3.5, -0.2], [-2.5, 0.8, 0.3], [-0.1, -4.6, -1.9], [0.1, 1.0, 0.6], [-2.0, 4.2, -1.7], [-0.8, -2.9, 2.1], [2.2, 3.8, 0.9], [-0.8, -0.2, 0.5], [-1.7, 0.7, 0.0], [-1.2, -1.5, -0.7], [-0.4, -0.9, 0.7], [0.9, -0.2, 0.8], [0.3, -0.4, -1.4]], "lowdin_charge": [-0.022, -0.358, 0.044, -0.140, 0.005, 0.057, -0.138, -0.188, 0.134, 0.085, 0.115, 0.022, 0.131, 0.124, 0.129], "largest_force_ha_per_bohr": 0.1013, "e_homo_ev": -9.7043, "energy_ev": -11344.605, "spin_multiplicity": 1, "charge": 0, "smiles": "CC(=O)c1cnccn1"}

Energy above the lowest of the compared OMol25 structures with the same formula, charge and spin (kJ/mol)
0.00, 176.30
E_LUMO (eV)
-6.5, -0.9